C52H67N2O11 | the ωB97M-V functional and the def2-TZVPD basis

Values from the calculation:
Gap between HOMO and LUMO (Ha): 0.2653
Total charge: +1

Each line ends with the Mulliken charge.
Element x y z (Å)
C 0.517 -6.897 1.223  -1.07
C 0.156 -5.427 0.951  -0.27
C -0.704 -5.245 -0.293  -0.67
C -1.008 -3.784 -0.613  -0.40
C -1.428 -3.571 -2.073  -1.10
C -0.238 -3.195 -2.989  -0.93
C -0.425 -1.818 -3.625  -0.48
C 0.891 -1.217 -4.096  -0.72
N 0.656 -0.164 -5.152  0.14
C 0.151 1.137 -4.569  -0.94
C 1.236 2.171 -4.285  -0.21
N 2.239 2.263 -5.331  0.15
C 3.227 3.319 -5.032  -0.85
C 3.015 4.567 -5.906  -1.24
C 2.636 5.831 -5.128  -0.14
C 3.885 6.600 -4.688  -0.60
C 3.712 7.690 -3.603  -0.75
C 2.274 8.169 -3.331  -0.87
C 1.649 7.495 -2.105  -0.30
C 2.159 8.138 -0.821  -0.74
C 1.682 7.490 0.471  -0.51
O 1.717 6.069 0.395  -0.24
C 0.544 5.436 0.836  -0.70
C 2.851 0.953 -5.477  -0.48
C 1.813 0.043 -6.082  -1.07
H 0.069 -7.219 2.160  0.14
H 0.118 -7.541 0.436  0.33
H 1.595 -7.046 1.280  0.36
H -0.369 -5.012 1.816  0.30
H 1.066 -4.837 0.810  0.25
H -0.190 -5.702 -1.149  0.38
H -1.648 -5.788 -0.173  0.23
H -0.102 -3.199 -0.418  -0.01
H -1.778 -3.411 0.068  0.52
H -1.897 -4.489 -2.436  0.49
H -2.201 -2.802 -2.139  0.48
H -0.123 -3.961 -3.759  0.40
H 0.671 -3.211 -2.383  0.52
H -1.121 -1.903 -4.469  0.27
H -0.893 -1.159 -2.891  0.42
H 1.522 -1.979 -4.554  0.45
H 1.444 -0.757 -3.276  0.18
H -0.100 -0.529 -5.733  0.45
H -0.615 1.523 -5.238  0.41
H -0.332 0.879 -3.629  0.33
H 1.697 1.977 -3.301  0.08
H 0.723 3.131 -4.210  0.48
H 4.220 2.897 -5.192  0.48
H 3.172 3.595 -3.970  0.45
H 3.930 4.773 -6.465  0.36
H 2.237 4.320 -6.629  0.48
H 2.033 6.465 -5.780  0.38
H 2.013 5.571 -4.264  0.04
H 4.624 5.873 -4.335  0.24
H 4.326 7.044 -5.584  0.30
H 4.321 8.547 -3.892  0.34
H 4.130 7.320 -2.664  0.40
H 1.644 8.041 -4.212  0.42
H 2.300 9.244 -3.137  0.47
H 0.558 7.584 -2.140  0.34
H 1.899 6.431 -2.093  0.07
H 3.253 8.162 -0.825  0.38
H 1.830 9.181 -0.801  0.31
H 2.341 7.806 1.286  0.35
H 0.677 7.832 0.739  0.19
H -0.362 5.979 0.544  0.41
H 0.505 4.434 0.403  0.19
H 0.541 5.324 1.929  0.24
H 3.213 0.567 -4.509  0.28
H 3.688 1.006 -6.173  0.58
H 2.199 -0.931 -6.375  0.48
H 1.412 0.545 -6.961  0.44
C 2.603 2.042 1.010  -0.43
C 2.415 1.097 0.093  -0.37
C 1.804 -0.207 0.450  0.41
O 1.588 -1.066 -0.384  -0.48
C 1.443 -0.436 1.869  -0.37
C 1.624 0.508 2.788  -0.43
C 2.204 1.825 2.427  0.18
O 2.349 2.699 3.253  -0.53
H 3.041 3.006 0.783  0.54
H 2.697 1.229 -0.945  0.46
H 1.015 -1.403 2.101  0.50
H 1.358 0.372 3.828  0.45
C -3.860 9.331 2.601  -0.36
C -2.691 9.935 2.402  -0.43
C -1.418 9.302 2.828  0.43
O -0.348 9.840 2.644  -0.56
C -1.499 7.975 3.493  -0.28
C -2.666 7.371 3.693  -0.41
C -3.941 8.000 3.256  0.35
O -5.003 7.444 3.424  -0.54
H -4.803 9.769 2.300  0.41
H -2.606 10.904 1.927  0.42
H -0.554 7.543 3.799  0.56
H -2.753 6.406 4.175  0.42
C -3.205 -10.982 4.386  -0.41
C -2.613 -9.792 4.397  -0.39
C -2.471 -8.993 3.154  0.42
O -1.931 -7.907 3.161  -0.55
C -3.013 -9.571 1.899  -0.25
C -3.603 -10.762 1.886  -0.37
C -3.746 -11.561 3.130  0.37
O -4.289 -12.644 3.119  -0.55
H -3.325 -11.585 5.278  0.43
H -2.211 -9.346 5.297  0.42
H -2.898 -8.966 1.008  0.41
H -4.011 -11.206 0.988  0.42
C 4.090 4.071 5.797  -0.20
C 3.459 5.184 6.157  -0.45
C 4.108 6.191 7.034  0.36
O 3.532 7.206 7.360  -0.54
C 5.492 5.907 7.494  -0.40
C 6.125 4.794 7.133  -0.35
C 5.474 3.790 6.254  0.30
O 6.051 2.777 5.918  -0.55
H 3.634 3.327 5.158  0.52
H 2.451 5.413 5.835  0.48
H 5.943 6.656 8.132  0.41
H 7.133 4.564 7.454  0.41
C -9.976 -14.545 1.600  -0.36
C -9.629 -13.264 1.670  -0.38
C -8.270 -12.859 2.113  0.43
O -7.951 -11.690 2.169  -0.56
C -7.316 -13.935 2.480  -0.20
C -7.664 -15.217 2.406  -0.41
C -9.020 -15.625 1.960  0.34
O -9.338 -16.792 1.890  -0.54
H -10.959 -14.869 1.280  0.41
H -10.306 -12.459 1.412  0.41
H -6.335 -13.609 2.802  0.45
H -6.987 -16.021 2.665  0.43


C52H68B5CsF20N9O | the ωB97M-V functional and the def2-TZVPD basis

Values from the calculation:
Gap between HOMO and LUMO (Ha): 0.2032
Total charge: +5

Each line ends with the Mulliken charge.
Element x y z (Å)
Cs -0.304 -0.798 -1.960  0.43
C 8.695 -0.882 5.676  -0.97
N 7.546 -1.402 4.913  0.03
C 7.615 -2.654 4.434  -0.24
C 6.542 -3.160 3.760  -0.92
C 5.390 -2.360 3.522  0.99
C 5.351 -1.079 4.089  -0.78
C 6.475 -0.587 4.730  -0.34
C 4.136 -2.938 2.907  1.02
C 3.820 -4.311 2.929  -0.63
C 2.683 -4.835 2.378  -0.59
N 1.877 -3.983 1.649  0.28
C 2.094 -2.666 1.569  -0.64
C 3.266 -2.138 2.125  -0.54
C 0.636 -4.471 0.982  -1.04
H 9.300 -0.258 5.019  0.34
H 9.215 -1.674 6.215  0.39
H 8.270 -0.223 6.434  0.36
H 8.550 -3.159 4.627  0.47
H 6.565 -4.196 3.457  0.48
H 4.475 -0.447 4.101  0.55
H 6.598 0.411 5.125  0.48
H 4.486 -4.922 3.519  0.47
H 2.444 -5.885 2.464  0.42
H 1.312 -2.125 1.058  1.04
H 3.526 -1.110 1.918  0.21
H 0.522 -4.065 -0.023  0.37
H -0.216 -4.123 1.565  0.34
H 0.699 -5.558 1.023  0.33
C -1.964 -3.706 -5.858  -0.86
N -2.721 -3.844 -4.636  0.13
C -3.732 -3.011 -4.270  -0.46
C -4.482 -3.269 -3.077  -0.47
C -4.118 -4.401 -2.331  1.45
C -3.032 -5.183 -2.712  -0.79
C -2.347 -4.886 -3.882  -0.92
C -5.065 -4.981 -1.286  0.50
C -5.743 -4.179 -0.351  -0.40
C -6.675 -4.797 0.513  -0.59
N -6.910 -6.154 0.467  -0.02
C -6.311 -6.885 -0.412  -0.25
C -5.367 -6.381 -1.287  -0.78
C -7.650 -6.811 1.585  -0.86
H -2.427 -2.890 -6.414  0.44
H -1.916 -4.642 -6.414  0.38
H -0.939 -3.398 -5.650  0.21
H -3.961 -2.177 -4.917  0.40
H -5.284 -2.636 -2.725  0.52
H -2.766 -5.919 -1.968  0.59
H -1.545 -5.505 -4.256  0.68
H -5.642 -3.109 -0.245  0.38
H -7.115 -4.269 1.346  0.45
H -6.518 -7.942 -0.338  0.39
H -4.964 -7.012 -2.067  0.59
H -8.544 -6.221 1.784  0.33
H -6.906 -6.753 2.380  0.39
H -7.964 -7.824 1.331  0.33
C -0.910 7.402 2.304  -0.92
N -1.488 6.084 2.566  0.13
C -2.750 6.035 3.045  -0.19
C -3.417 4.859 3.190  -0.79
C -2.674 3.636 3.124  0.65
C -1.366 3.688 2.570  -0.71
C -0.757 4.887 2.306  -0.52
C -3.292 2.348 3.355  0.52
C -3.274 1.303 2.382  -0.59
C -3.890 0.088 2.736  -0.26
N -4.469 -0.030 3.953  0.15
C -4.514 0.941 4.891  -0.50
C -3.906 2.146 4.625  -0.61
C -5.100 -1.312 4.251  -0.89
H -1.653 8.198 2.300  0.28
H -0.705 7.426 1.233  0.41
H 0.062 7.534 2.780  0.38
H -3.169 7.019 3.197  0.40
H -4.467 4.830 3.441  0.61
H -0.752 2.827 2.349  0.59
H 0.239 5.033 1.915  0.65
H -2.666 1.350 1.491  0.78
H -3.787 -0.820 2.161  0.31
H -4.907 0.693 5.866  0.40
H -3.913 2.896 5.402  0.61
H -4.562 -2.103 3.729  0.23
H -6.081 -1.192 3.791  0.38
H -5.189 -1.582 5.303  0.37
C 1.727 2.724 0.163  -1.04
N 3.113 3.111 -0.037  0.31
C 3.396 4.056 -0.998  -0.41
C 4.749 4.452 -1.168  -0.70
C 5.811 3.950 -0.353  1.05
C 5.380 3.026 0.613  -0.99
C 4.063 2.575 0.744  0.12
C 7.157 4.514 -0.423  0.67
C 7.848 4.773 -1.633  -0.75
C 9.186 5.212 -1.645  -0.12
N 9.851 5.199 -0.464  -0.03
C 9.216 4.861 0.695  -0.31
C 7.875 4.583 0.763  -0.64
C 11.337 5.425 -0.336  -0.86
H 1.047 3.573 0.083  0.32
H 1.744 2.085 1.046  0.12
H 1.351 2.054 -0.610  0.37
H 2.492 4.523 -1.359  0.55
H 4.915 5.230 -1.899  0.47
H 6.088 2.592 1.303  0.43
H 3.724 1.854 1.473  0.31
H 7.284 4.736 -2.553  0.51
H 9.745 5.574 -2.495  0.44
H 9.829 4.832 1.584  0.46
H 7.502 4.239 1.717  0.48
H 11.415 6.171 0.456  0.40
H 11.637 5.884 -1.278  0.31
H 11.768 4.439 -0.164  0.35
C -3.945 0.270 -2.625  0.65
C -4.948 1.434 -2.665  -0.27
C -4.551 2.562 -3.679  -0.92
O -5.480 3.621 -3.548  -0.43
C -5.613 4.543 -4.721  -0.72
N -6.377 0.877 -2.796  0.01
H -6.924 1.705 -2.613  0.43
H -6.445 0.560 -3.753  0.39
H -6.528 0.148 -2.113  0.26
H -2.921 0.576 -2.838  -0.38
H -4.152 -0.491 -3.377  -0.20
H -3.883 -0.234 -1.660  -0.15
H -5.018 1.865 -1.666  0.41
H -4.519 2.113 -4.672  0.67
H -3.505 2.840 -3.552  0.36
H -5.313 4.019 -5.628  0.34
H -4.842 5.299 -4.567  0.28
H -6.631 4.927 -4.791  0.28
B -1.283 0.158 -5.946  0.10
F 0.015 0.404 -5.961  -0.33
F -1.566 -0.763 -4.979  0.29
F -2.016 1.320 -5.735  -0.38
F -1.682 -0.286 -7.153  -0.34
B 2.937 -0.771 -1.092  -0.24
F 4.243 -0.965 -0.732  -0.36
F 2.236 -0.139 -0.123  0.14
F 2.998 -0.051 -2.267  -0.29
F 2.367 -1.989 -1.375  -0.16
B -1.493 2.665 -1.302  0.46
F -1.098 1.660 -0.429  -0.40
F -2.810 2.970 -1.352  -0.33
F -0.791 3.726 -1.006  -0.20
F -1.054 2.245 -2.498  -0.21
B 0.937 -4.316 -3.721  0.44
F 2.311 -4.691 -3.475  -0.39
F 0.480 -5.101 -4.737  -0.34
F 0.112 -4.539 -2.657  -0.21
F 0.835 -3.045 -4.117  -0.24
B -2.161 -2.240 0.824  -0.13
F -0.976 -1.599 1.118  0.01
F -2.881 -2.828 1.848  -0.32
F -2.949 -1.308 0.258  -0.35
F -1.975 -3.200 -0.126  0.06


C52H69INO24P | the ωB97M-V functional and the def2-TZVPD basis

Values from the calculation:
Gap between HOMO and LUMO (Ha): 0.2770

Each line ends with the Mulliken charge.
Element x y z (Å)
C -2.647 3.327 -2.801  -1.36
C -3.740 2.594 -3.520  0.65
O -4.420 3.132 -4.356  -0.57
O -3.882 1.303 -3.182  0.24
C -5.229 0.790 -3.125  -1.21
C -5.463 -0.141 -1.906  -0.63
C -4.203 -0.580 -1.194  0.20
C -3.395 -1.516 -1.813  -0.10
C -2.221 -1.994 -1.244  1.05
P -1.119 -3.193 -2.124  0.12
C -2.170 -3.853 -3.486  -0.78
C -0.058 -2.003 -3.047  -0.56
C -1.874 -1.501 0.011  -0.36
C -2.688 -0.562 0.642  0.18
C -3.862 -0.083 0.062  1.05
C -4.738 0.926 0.759  -1.86
C -4.856 2.258 -0.019  1.11
C -3.984 3.313 0.652  -1.68
I -6.889 2.959 0.007  0.08
C -2.194 -0.069 1.968  -0.76
O -2.896 0.131 2.933  -0.65
C -0.721 0.151 2.011  1.09
C -0.207 1.251 2.666  -1.24
C 1.158 1.453 2.627  0.03
C 1.980 0.567 1.962  0.27
O 3.330 0.800 1.913  -0.59
C 3.702 1.842 0.991  -0.98
C 4.262 1.326 -0.334  1.03
C 3.183 1.176 -1.423  -1.79
C 5.332 2.337 -0.805  -2.00
C 4.771 3.750 -1.081  1.43
C 4.862 4.154 -2.569  -1.65
C 5.444 4.807 -0.196  -1.53
C 1.487 -0.588 1.358  0.38
C 2.427 -1.579 0.726  -0.76
C 3.213 -2.374 1.777  -0.31
O 4.408 -2.225 1.839  -0.60
N 2.518 -3.291 2.621  0.70
C 2.065 -2.560 3.833  -1.08
C 3.474 -4.327 3.065  -0.95
C 0.105 -0.766 1.378  0.81
C -0.608 -1.900 0.713  -0.82
O -0.213 -3.037 0.758  -0.33
H -2.037 3.865 -3.520  0.42
H -3.075 4.033 -2.097  0.31
H -2.000 2.619 -2.286  0.19
H -5.943 1.606 -3.105  0.40
H -5.372 0.211 -4.033  0.73
H -6.092 0.392 -1.204  -0.28
H -5.973 -1.007 -2.313  0.82
H -3.689 -1.893 -2.781  0.24
H -2.626 -4.787 -3.178  0.26
H -1.498 -4.061 -4.317  0.41
H -2.908 -3.148 -3.849  0.03
H -0.650 -1.177 -3.437  0.09
H 0.420 -2.503 -3.884  0.54
H 0.695 -1.585 -2.381  -0.19
H -4.369 1.175 1.743  0.63
H -5.715 0.471 0.913  0.36
H -4.539 2.131 -1.046  -0.68
H -4.060 4.272 0.147  0.49
H -2.939 2.998 0.578  0.30
H -4.250 3.409 1.700  0.51
H -0.869 1.931 3.178  0.57
H 1.575 2.319 3.118  0.56
H 2.848 2.492 0.794  0.59
H 4.444 2.450 1.506  -0.02
H 4.766 0.379 -0.152  0.78
H 3.105 0.145 -1.766  0.29
H 2.190 1.469 -1.082  0.25
H 3.410 1.767 -2.306  0.62
H 6.093 2.406 -0.029  0.48
H 5.766 1.925 -1.714  0.63
H 3.705 3.763 -0.852  0.01
H 5.563 3.513 -3.102  0.30
H 5.199 5.181 -2.689  0.45
H 3.907 4.033 -3.076  0.36
H 5.589 4.410 0.804  0.16
H 6.390 5.104 -0.638  0.46
H 4.795 5.678 -0.117  0.38
H 3.203 -1.089 0.151  -0.08
H 1.885 -2.262 0.080  0.55
H 1.862 -3.308 4.594  0.46
H 1.160 -1.995 3.642  0.02
H 2.866 -1.919 4.211  0.44
H 2.909 -5.178 3.417  0.10
H 4.082 -3.971 3.899  0.40
H 4.117 -4.642 2.252  0.38
O 8.093 3.511 1.372  -0.51
C 7.823 3.332 2.514  0.71
O 8.505 2.514 3.350  -0.36
C 8.019 2.724 4.681  -0.01
C 6.629 3.275 4.435  -0.22
O 6.781 3.910 3.159  -0.34
H 8.021 1.790 5.236  0.37
H 8.665 3.445 5.182  -0.07
H 5.877 2.488 4.349  0.11
H 6.312 3.995 5.185  0.37
O 1.649 -7.625 4.501  -0.54
C 0.756 -7.166 3.864  0.55
O 0.745 -5.917 3.348  -0.17
C -0.373 -5.802 2.459  0.17
C -1.301 -6.879 2.984  -0.39
O -0.387 -7.822 3.556  -0.36
H -0.789 -4.805 2.505  -0.14
H -0.033 -5.993 1.441  0.25
H -1.963 -6.513 3.771  0.28
H -1.896 -7.353 2.207  0.32
O -8.576 0.293 -1.530  -0.41
C -9.439 -0.004 -0.773  0.58
O -10.751 0.289 -0.940  -0.34
C -11.500 -0.416 0.054  -0.35
C -10.462 -0.640 1.138  -0.29
O -9.246 -0.676 0.387  -0.29
H -12.347 0.180 0.381  0.29
H -11.862 -1.351 -0.377  0.26
H -10.413 0.189 1.846  0.26
H -10.597 -1.570 1.683  0.27
O 7.477 5.777 8.078  -0.50
C 8.653 5.706 7.943  0.64
O 9.564 5.959 8.909  -0.34
C 10.851 5.543 8.439  -0.34
C 10.675 5.594 6.933  -0.28
O 9.271 5.353 6.787  -0.30
H 11.622 6.212 8.808  0.30
H 11.046 4.533 8.803  0.26
H 10.907 6.574 6.516  0.25
H 11.247 4.835 6.405  0.30
O -1.110 -1.702 -7.340  -0.52
C -1.633 -0.649 -7.177  0.49
O -2.475 -0.355 -6.157  -0.12
C -2.726 1.055 -6.165  0.07
C -2.434 1.417 -7.608  -0.43
O -1.474 0.425 -7.985  -0.36
H -3.748 1.267 -5.870  0.22
H -2.040 1.544 -5.470  0.05
H -3.312 1.316 -8.247  0.26
H -2.018 2.413 -7.728  0.32
O -5.208 -3.588 -4.895  -0.45
C -5.188 -4.748 -5.150  0.61
O -6.287 -5.534 -5.240  -0.34
C -5.894 -6.799 -5.781  -0.34
C -4.422 -6.855 -5.423  -0.35
O -4.065 -5.470 -5.387  -0.23
H -6.480 -7.598 -5.335  0.30
H -6.062 -6.787 -6.859  0.26
H -4.247 -7.288 -4.437  0.26
H -3.819 -7.380 -6.158  0.31